1.
{
  "formula": "C30H30I2N7O4S2Sc",
  "method": "ωB97M-V/def2-TZVPD",
  "fmax_ev_per_a": 1.85,
  "lumo_ev": -0.039,
  "species": ["Sc", "N", "C", "S", "N", "N", "C", "C", "C", "C", "C", "C", "C", "C", "C", "C", "C", "C", "N", "H", "H", "H", "H", "H", "H", "H", "H", "H", "H", "H", "I", "C", "C", "C", "I", "C", "O", "C", "C", "N", "C", "C", "C", "C", "C", "C", "N", "C", "H", "H", "H", "H", "H", "H", "H", "H", "H", "H", "H", "O", "N", "O", "O", "S", "C", "C", "C", "C", "H", "H", "H", "H", "H", "H", "H", "H"],
  "coordinates": [[-0.28954, -1.34228, 0.59706], [3.60369, -2.12999, 3.07745], [2.54448, -1.58324, 2.42794], [1.00939, -2.24049, 2.77980], [2.80917, -0.57730, 1.63601], [1.86916, -0.08561, 0.80599], [2.20541, 1.07337, 0.30191], [3.46967, 1.72620, 0.74801], [4.69152, 1.20037, 0.33779], [5.87782, 1.77914, 0.75328], [5.85664, 2.89383, 1.57692], [4.64339, 3.42038, 1.98984], [3.45396, 2.83704, 1.58519], [1.41196, 1.74028, -0.70898], [1.77427, 3.02445, -1.15307], [1.01249, 3.64740, -2.11790], [-0.11597, 2.99936, -2.60583], [-0.37489, 1.72182, -2.13886], [0.36741, 1.09223, -1.24469], [3.39518, -2.72207, 3.86384], [4.46044, -1.60322, 3.09203], [4.70622, 0.33187, -0.30581], [6.82303, 1.36060, 0.43357], [6.78211, 3.35260, 1.89734], [4.61378, 4.29288, 2.62736], [2.50951, 3.23838, 1.92727], [2.64594, 3.50463, -0.73767], [1.29511, 4.61702, -2.49997], [-0.75611, 3.46206, -3.34079], [-1.21159, 1.15989, -2.53622], [-5.89469, 4.31598, 0.11629], [-4.31295, 2.92623, 0.34480], [-3.26508, 3.21831, 1.20092], [-2.23704, 2.31356, 1.28569], [-0.56315, 2.59547, 2.52926], [-2.17657, 1.11674, 0.54913], [-1.15210, 0.34611, 0.66491], [-3.28857, 0.84324, -0.28387], [-3.29329, -0.43311, -1.08087], [-2.84161, -1.58337, -0.30165], [-3.79180, -2.04930, 0.70466], [-3.44625, -1.59352, 2.10264], [-4.44241, -1.47652, 3.06840], [-4.08952, -1.12785, 4.36070], [-2.75695, -0.86768, 4.63495], [-1.83967, -0.98684, 3.60586], [-2.16253, -1.36803, 2.37290], [-4.33465, 1.74335, -0.37185], [-3.24478, 4.13260, 1.77193], [-2.59088, -0.34128, -1.91982], [-4.30015, -0.59250, -1.51032], [-2.66783, -2.34819, -0.95607], [-3.76844, -3.14750, 0.71954], [-4.82037, -1.73289, 0.46761], [-5.47385, -1.66674, 2.80944], [-4.83710, -1.05280, 5.13631], [-2.43014, -0.58885, 5.62563], [-0.79018, -0.79192, 3.78335], [-5.17417, 1.52535, -1.01697], [-1.24708, -3.59556, -1.29173], [-0.99429, -4.11982, -0.19023], [-0.71752, -3.31526, 0.74626], [0.73955, -1.76210, -1.19652], [0.99059, -1.16074, -2.54011], [2.50454, -1.99612, -3.20687], [2.08105, -3.02217, -4.24721], [0.79921, -2.48515, -4.87757], [-0.09184, -2.08682, -3.71839], [3.04729, -2.41433, -2.36393], [3.09597, -1.19694, -3.65289], [1.88380, -3.98566, -3.77522], [2.86541, -3.16052, -4.99182], [0.31518, -3.23160, -5.50713], [1.02406, -1.61019, -5.49305], [-0.48062, -2.94068, -3.16383], [-0.91228, -1.43593, -4.01205]],
  "atomic_forces_ev_per_a": [[0.2, 0.3, 0.6], [0.2, 0.0, 0.1], [-0.5, 0.4, -0.1], [-0.3, 0.0, -0.4], [1.2, -0.1, 0.1], [-0.4, 0.5, 0.0], [0.4, -1.0, 0.9], [0.2, 0.0, 0.0], [0.0, 0.2, -0.1], [0.0, -0.1, -0.1], [0.0, 0.1, 0.1], [0.1, 0.1, 0.0], [-0.1, -0.2, -0.1], [-0.6, 0.5, -0.8], [0.0, -0.3, 0.2], [-0.2, -0.1, -0.1], [0.2, 0.1, 0.1], [0.0, 0.2, -0.1], [0.4, 0.5, 0.2], [0.1, 0.1, -0.1], [0.0, 0.0, -0.1], [0.0, -0.1, 0.0], [0.0, 0.0, 0.0], [0.0, 0.0, 0.0], [0.0, 0.0, 0.1], [-0.1, 0.0, 0.0], [0.0, 0.0, -0.1], [0.0, 0.1, 0.1], [-0.1, 0.0, -0.1], [-0.1, 0.0, -0.1], [0.3, -0.3, 0.1], [-0.5, 0.4, -0.1], [-0.1, 0.1, -0.1], [0.9, -0.3, 0.3], [-0.3, 0.3, 0.1], [-0.9, 0.7, 0.1], [-0.1, 0.7, -0.1], [0.4, -0.4, 0.1], [0.0, 0.1, 0.0], [0.0, -0.5, -0.5], [0.1, 0.0, 0.1], [-0.2, 0.0, 0.0], [0.2, 0.0, 0.0], [0.1, 0.0, -0.1], [-0.1, 0.0, -0.1], [0.1, 0.1, 0.4], [0.2, -0.2, 0.0], [-0.1, 0.1, 0.0], [0.0, 0.1, 0.1], [-0.1, 0.0, 0.0], [0.2, 0.0, 0.1], [0.1, 0.3, 0.3], [0.0, 0.2, -0.1], [0.2, -0.1, 0.0], [-0.1, 0.0, -0.1], [-0.1, 0.0, 0.0], [0.0, 0.1, 0.0], [0.0, 0.0, 0.0], [-0.1, -0.1, -0.1], [0.2, -0.6, 0.9], [-0.3, -0.3, -1.1], [-0.3, -1.0, -0.3], [-0.1, -0.5, 0.7], [0.5, -0.7, -1.6], [-0.3, 0.2, 0.1], [0.0, 0.0, -0.1], [0.1, 0.0, 0.0], [0.1, 0.3, 0.2], [0.0, 0.1, 0.2], [0.0, 0.0, 0.0], [0.0, 0.0, 0.0], [0.0, -0.1, 0.0], [0.0, 0.1, 0.0], [0.0, 0.0, -0.1], [0.1, 0.0, 0.1], [-0.1, 0.1, 0.0]],
  "lowdin_charge": [0.8455, 0.0659, -0.8615, 0.7080, -0.0192, 0.0338, -0.2064, -0.2075, -0.0367, -0.0813, -0.0934, -0.0789, -0.0476, -0.2240, 0.0106, -0.0501, -0.0418, -0.1532, 0.0261, 0.0747, 0.0949, 0.1136, 0.1005, 0.0991, 0.1022, 0.0736, 0.1105, 0.1083, 0.1040, 0.0996, 0.8063, -0.7175, -0.2180, -0.5764, 1.0106, -0.4359, -0.2925, -0.1455, -0.1408, -0.0739, -0.1226, -0.2415, -0.0138, -0.0552, -0.0437, -0.1672, 0.0756, -0.1176, 0.0850, 0.1104, 0.1281, 0.0792, 0.1380, 0.1286, 0.1129, 0.1071, 0.1076, 0.0361, 0.0974, -0.1618, -0.1408, -0.3015, -0.5804, 1.0451, -0.2708, -0.2272, -0.2358, -0.2779, 0.0991, 0.0883, 0.1221, 0.1147, 0.1190, 0.1153, 0.0742, 0.0884]
}

---

2.
{
  "formula": "C30H30IN2O4ReS2",
  "method": "ωB97M-V/def2-TZVPD",
  "total_charge": 3,
  "fmax_ev_per_a": 0.13,
  "lumo_ev": [-10.213, -9.930],
  "multiplicity": 2,
  "species": ["Re", "C", "C", "N", "C", "C", "C", "O", "C", "C", "N", "C", "C", "C", "C", "C", "C", "I", "C", "O", "H", "H", "H", "H", "H", "H", "H", "H", "H", "H", "H", "H", "O", "S", "C", "C", "C", "C", "S", "O", "C", "C", "C", "C", "C", "C", "C", "C", "C", "C", "C", "C", "H", "H", "H", "H", "H", "H", "H", "H", "H", "H", "H", "H", "H", "H", "H", "H", "H", "H"],
  "coordinates": [[0.53708, -0.39363, -0.99396], [-2.85235, -2.21457, -3.47378], [-2.96460, -0.73740, -3.25584], [-4.01570, -0.10334, -3.75601], [-4.14583, 1.21023, -3.60685], [-3.22518, 2.01782, -2.94956], [-3.47588, 3.50350, -2.85750], [-2.29489, 4.20682, -3.22401], [-2.10668, 1.37500, -2.39325], [-1.04213, 2.14334, -1.78508], [0.00768, 1.65921, -1.20118], [1.02498, 2.62427, -0.85787], [0.74163, 3.80623, -0.19138], [1.75897, 4.72173, 0.04260], [3.05621, 4.46909, -0.38168], [3.35837, 3.28429, -1.04311], [2.33190, 2.38733, -1.25758], [2.64751, 0.55298, -2.23160], [-2.00527, -0.00695, -2.55593], [-0.94143, -0.69306, -2.02798], [-3.53553, -2.50182, -4.26851], [-3.14710, -2.76194, -2.57476], [-1.83962, -2.51134, -3.74680], [-5.02923, 1.65119, -4.05444], [-3.78022, 3.76651, -1.83787], [-4.30671, 3.75232, -3.51767], [-2.52840, 5.07073, -3.58119], [-1.10430, 3.22053, -1.91536], [-0.26796, 4.01115, 0.14150], [1.53237, 5.64713, 0.55471], [3.84024, 5.19210, -0.20271], [4.36703, 3.08395, -1.37935], [1.38565, 0.05698, 0.68613], [1.58471, 0.08881, 2.25385], [0.30847, -0.99055, 2.94855], [0.12941, -2.26178, 2.11962], [-1.00471, -2.11940, 1.11238], [-1.19322, -3.27714, 0.14562], [0.20428, -3.64715, -0.95894], [1.06338, -2.33263, -1.03773], [1.21307, -4.73981, 0.01197], [0.68161, -5.99671, 0.27674], [1.46235, -6.90790, 0.97056], [2.75091, -6.56562, 1.36106], [3.27265, -5.31504, 1.05608], [2.50622, -4.38569, 0.36766], [1.12507, 1.68727, 2.78141], [2.17871, 2.46586, 3.25711], [1.90428, 3.73494, 3.74594], [0.59869, 4.20315, 3.75006], [-0.44619, 3.41973, 3.25788], [-0.19152, 2.15423, 2.76948], [-0.61603, -0.42930, 3.07278], [0.70969, -1.20309, 3.94235], [-0.10690, -3.07988, 2.80205], [1.06709, -2.54040, 1.63562], [-0.94096, -1.15590, 0.55863], [-1.95342, -2.00195, 1.64500], [-2.03919, -3.08626, -0.51444], [-1.38325, -4.21275, 0.67557], [-0.30904, -6.28076, -0.06099], [1.06927, -7.89107, 1.18924], [3.35797, -7.28652, 1.89152], [4.28591, -5.06605, 1.34022], [2.91601, -3.42172, 0.09918], [3.19025, 2.07842, 3.26642], [2.70563, 4.34499, 4.13956], [0.38296, 5.18460, 4.15192], [-1.45957, 3.79783, 3.27885], [-1.00518, 1.54490, 2.39511]],
  "atomic_forces_ev_per_a": [[0.0, 0.1, 0.1], [0.0, 0.0, 0.0], [0.0, 0.0, 0.0], [0.0, 0.0, 0.0], [0.0, 0.0, 0.0], [0.0, 0.0, 0.0], [0.0, 0.0, 0.0], [0.0, 0.0, 0.0], [0.0, 0.0, 0.0], [0.0, 0.0, 0.0], [0.0, 0.0, 0.0], [0.0, 0.0, 0.0], [0.0, 0.0, 0.0], [0.0, 0.0, 0.0], [0.0, 0.0, 0.0], [0.0, 0.0, 0.0], [0.0, 0.0, 0.0], [0.1, 0.0, -0.1], [0.0, 0.0, 0.0], [-0.1, 0.1, -0.1], [0.0, 0.0, 0.0], [0.0, 0.0, 0.0], [0.0, 0.0, 0.0], [0.0, 0.0, 0.0], [0.0, 0.0, 0.0], [0.0, 0.0, 0.0], [0.0, 0.0, 0.0], [0.0, 0.0, 0.0], [0.0, 0.0, 0.0], [0.0, 0.0, 0.0], [0.0, 0.0, 0.0], [0.0, 0.0, 0.0], [-0.1, 0.1, 0.0], [0.0, -0.1, 0.1], [0.0, 0.1, 0.0], [0.1, 0.0, 0.1], [0.0, 0.0, 0.0], [0.0, 0.1, 0.0], [0.0, -0.1, 0.0], [0.1, -0.1, 0.0], [0.0, 0.0, 0.0], [0.0, 0.0, 0.0], [0.0, 0.0, 0.0], [0.0, 0.0, 0.0], [0.0, 0.0, 0.0], [0.0, 0.0, 0.0], [0.0, 0.0, 0.0], [0.0, 0.0, 0.0], [0.0, 0.0, 0.0], [0.0, 0.0, 0.0], [0.0, 0.0, 0.0], [0.0, 0.0, 0.0], [0.0, 0.0, 0.0], [0.0, 0.0, 0.0], [0.0, 0.0, 0.0], [0.0, 0.0, 0.0], [0.0, 0.0, 0.0], [0.0, 0.0, 0.0], [0.0, 0.0, 0.0], [0.0, 0.0, 0.0], [0.0, 0.0, 0.0], [0.0, 0.0, 0.0], [0.0, 0.0, 0.0], [0.0, 0.0, 0.0], [0.0, 0.0, 0.0], [0.0, 0.0, 0.0], [0.0, 0.0, 0.0], [0.0, 0.0, 0.0], [0.0, 0.0, 0.0], [0.0, 0.0, 0.0]],
  "lowdin_spin": [0.7790, 0.0002, 0.0035, 0.0012, 0.0034, -0.0018, -0.0004, -0.0003, 0.0069, 0.0072, 0.0033, 0.0020, 0.0000, 0.0001, -0.0006, 0.0003, 0.0011, 0.0158, 0.0117, 0.0477, 0.0000, 0.0000, 0.0002, 0.0002, -0.0001, 0.0000, 0.0000, -0.0002, 0.0000, 0.0000, 0.0000, 0.0001, 0.0543, 0.0067, 0.0057, 0.0002, 0.0108, 0.0005, 0.0037, 0.0302, 0.0017, 0.0002, 0.0001, 0.0000, 0.0001, 0.0001, 0.0004, -0.0004, 0.0000, -0.0003, 0.0000, -0.0002, 0.0000, 0.0007, 0.0000, -0.0001, 0.0035, 0.0014, 0.0001, 0.0002, 0.0000, 0.0000, 0.0000, 0.0000, 0.0000, 0.0000, 0.0000, 0.0000, 0.0000, 0.0000]
}

---

3.
{
  "formula": "C30H30N11OPtS2",
  "method": "ωB97M-V/def2-TZVPD",
  "total_charge": 3,
  "fmax_ev_per_a": 0.18,
  "lumo_ev": [-7.880, -10.792],
  "multiplicity": 5,
  "species": ["Pt", "N", "C", "C", "C", "N", "H", "H", "H", "H", "H", "H", "H", "H", "H", "H", "C", "N", "C", "N", "C", "N", "C", "C", "C", "C", "C", "C", "C", "N", "N", "C", "O", "C", "C", "C", "C", "C", "C", "N", "C", "N", "C", "N", "C", "H", "H", "H", "H", "H", "H", "H", "H", "H", "H", "H", "H", "H", "H", "H", "H", "S", "C", "N", "C", "C", "C", "C", "C", "C", "S", "H", "H", "H", "H"],
  "coordinates": [[0.07200, 1.45011, -1.59549], [-0.60802, -1.25025, -3.48584], [0.33281, -1.34712, -4.60970], [0.77670, -0.02617, -5.23233], [1.65984, 0.85817, -4.34793], [0.90329, 1.87134, -3.53485], [-0.39548, -0.41530, -2.94481], [-1.56140, -1.16112, -3.81746], [-0.12707, -1.97366, -5.37237], [1.22780, -1.88337, -4.27496], [-0.09249, 0.54022, -5.58500], [1.35786, -0.26002, -6.12616], [2.35530, 1.41199, -4.97779], [2.25585, 0.25720, -3.65998], [0.14184, 2.23074, -4.10803], [1.51824, 2.66895, -3.38969], [3.21131, -3.28943, -0.83180], [2.71083, -1.92365, -0.74224], [1.60820, -1.39272, -1.26473], [1.58356, -0.09366, -0.97633], [2.72381, 0.10437, -0.25204], [3.42670, -0.98347, -0.09065], [3.10553, -4.05722, 0.46662], [3.86575, -5.22930, 0.61748], [3.79516, -6.00133, 1.76978], [2.96224, -5.61951, 2.80249], [2.19929, -4.44512, 2.65908], [2.28051, -3.66489, 1.48727], [1.32759, -4.05994, 3.69971], [1.10396, -4.68265, 4.86891], [0.19752, -3.99161, 5.51752], [-0.13749, -2.94273, 4.74831], [0.56076, -2.95487, 3.59676], [-1.08581, -1.92893, 5.02006], [-1.81668, -1.98036, 6.22049], [-2.75982, -1.00341, 6.46738], [-2.97147, 0.00540, 5.53648], [-2.23626, 0.07139, 4.34402], [-2.48612, 1.22756, 3.40117], [-2.08199, 0.94848, 2.02636], [-1.15798, 1.55194, 1.28697], [-1.15139, 1.00269, 0.07706], [-2.12705, 0.04657, 0.14449], [-2.70539, -0.01082, 1.31253], [-1.29741, -0.89614, 4.08588], [4.25191, -3.22916, -1.14805], [2.64906, -3.79301, -1.61946], [0.86361, -1.93152, -1.83774], [3.03075, 1.05872, 0.14362], [4.52857, -5.53873, -0.18258], [4.39446, -6.89645, 1.85686], [2.88618, -6.20103, 3.71130], [1.69067, -2.76125, 1.41241], [-1.63830, -2.78269, 6.92359], [-3.34056, -1.02688, 7.37856], [-3.72533, 0.75742, 5.73876], [-1.93379, 2.11215, 3.72132], [-3.54550, 1.48038, 3.38869], [-0.53086, 2.35867, 1.62990], [-2.39451, -0.59800, -0.67678], [-0.72424, -0.88771, 3.16837], [1.15370, 3.45306, -0.62678], [-0.00710, 4.47638, -1.27342], [-1.02843, 3.99997, -2.00800], [-1.83014, 4.99249, -2.40726], [-3.00426, 4.83244, -3.19438], [-3.71140, 5.94405, -3.52826], [-3.28936, 7.23699, -3.10211], [-2.15296, 7.43037, -2.33173], [-1.42542, 6.30936, -1.98354], [0.01856, 6.20263, -1.04771], [-3.30657, 3.84155, -3.50335], [-4.60890, 5.86208, -4.12543], [-3.87918, 8.09694, -3.39156], [-1.85556, 8.42245, -2.02184]],
  "atomic_forces_ev_per_a": [[0.0, 0.0, 0.0], [0.1, -0.1, 0.0], [0.0, 0.0, 0.0], [0.0, 0.0, 0.0], [0.0, 0.0, 0.0], [0.0, 0.0, 0.0], [-0.2, 0.1, 0.0], [0.0, 0.0, 0.0], [0.0, 0.0, 0.0], [0.0, 0.0, 0.0], [0.0, 0.0, 0.0], [0.0, 0.0, 0.0], [0.0, 0.0, 0.0], [0.0, 0.0, 0.0], [0.0, 0.0, 0.0], [0.0, 0.0, 0.0], [0.0, 0.0, 0.0], [0.0, 0.0, 0.0], [0.0, 0.0, 0.0], [0.0, -0.1, 0.0], [0.0, 0.0, 0.0], [0.0, 0.0, 0.0], [0.0, 0.0, 0.0], [0.0, 0.0, 0.0], [0.0, 0.0, 0.0], [0.0, 0.0, 0.0], [0.0, 0.0, 0.0], [0.0, 0.0, 0.0], [0.0, 0.0, 0.0], [0.0, 0.0, 0.0], [0.0, 0.0, 0.0], [0.0, 0.0, 0.0], [0.0, 0.0, 0.0], [0.0, 0.0, 0.0], [0.0, 0.0, 0.0], [0.0, 0.0, 0.0], [0.0, 0.0, 0.0], [0.0, 0.0, 0.0], [0.0, 0.0, 0.0], [0.0, 0.0, 0.0], [0.0, 0.0, 0.0], [0.0, 0.0, 0.0], [0.0, 0.0, 0.0], [0.0, 0.0, 0.0], [0.0, 0.0, 0.0], [0.0, 0.0, 0.0], [0.0, 0.0, 0.0], [0.0, 0.0, 0.0], [0.0, 0.0, 0.0], [0.0, 0.0, 0.0], [0.0, 0.0, 0.0], [0.0, 0.0, 0.0], [0.0, 0.0, 0.0], [0.0, 0.0, 0.0], [0.0, 0.0, 0.0], [0.0, 0.0, 0.0], [0.0, 0.0, 0.0], [0.0, 0.0, 0.0], [0.0, 0.0, 0.0], [0.0, 0.0, 0.0], [0.0, 0.0, 0.0], [0.0, 0.0, 0.0], [0.0, 0.0, 0.0], [0.0, 0.0, 0.0], [0.0, 0.0, 0.0], [0.0, 0.0, 0.0], [0.0, 0.0, 0.0], [0.0, 0.0, 0.0], [0.0, 0.0, 0.0], [0.0, 0.0, 0.0], [0.0, 0.0, 0.0], [0.0, 0.0, 0.0], [0.0, 0.0, 0.0], [0.0, 0.0, 0.0], [0.0, 0.0, 0.0]],
  "lowdin_spin": [1.2928, 0.0383, 0.0029, 0.0008, 0.0071, 0.0557, 0.0317, 0.0004, 0.0013, 0.0002, 0.0000, -0.0001, 0.0016, 0.0008, 0.0089, 0.0027, -0.0006, 0.0014, 0.0083, 0.1250, 0.0051, 0.0052, 0.0086, 0.1004, -0.0053, 0.0748, 0.0433, 0.0490, 0.1064, 0.1411, 0.1333, 0.1136, -0.0181, 0.0370, 0.0687, -0.0060, 0.0905, 0.0070, -0.0015, 0.0003, 0.0070, 0.0515, 0.0137, 0.0032, 0.0493, -0.0001, -0.0003, 0.0006, -0.0002, 0.0042, -0.0018, 0.0016, 0.0019, 0.0015, -0.0017, 0.0039, -0.0004, -0.0003, 0.0036, 0.0033, 0.0020, 0.5062, 0.0996, 0.1712, 0.1282, 0.0609, 0.0358, 0.1914, -0.0035, 0.1309, -0.0026, 0.0009, -0.0004, 0.0083, -0.0025]
}

---

| no. | electronic energy (hartree) |
| --- | --- |
| 1 | -3998.02318 |
| 2 | -2743.00476 |
| 3 | -2753.49134 |